Density functional theory data (the ωB97M-V functional and the def2-TZVPD basis) for a cluster of 13 separate species, C52H143N13O13 in total at a distorted geometry.

## Properties
- net charge = 0
- total energy (Eh) = -3756.40249
- HOMO-LUMO gap (eV) = 8.548
- energy relative to the best compared isomer or geometry (same formula, charge and spin) (kJ/mol) = 886.7
- LUMO (eV) = 0.360

Geometry (Å):
C 1.67 -0.49 -4.99
C 0.92 -1.03 -3.85
C 0.51 -2.48 -4.30
O -0.14 -3.26 -3.29
C 0.61 -4.07 -2.32
N 1.62 -0.79 -2.57
H 1.77 0.59 -5.10
H 1.11 -0.93 -5.81
H 2.56 -1.11 -5.15
H -0.07 -0.59 -3.73
H 1.38 -3.12 -4.48
H -0.01 -2.58 -5.25
H 0.94 -4.75 -3.11
H 0.05 -4.76 -1.69
H 1.49 -3.64 -1.85
H 2.55 -1.20 -2.60
H 1.12 -1.18 -1.79
C -0.94 2.13 -4.71
C -1.30 3.30 -5.72
C -2.12 3.00 -6.88
O -2.18 4.12 -7.77
C -3.17 4.00 -8.82
N -1.88 4.37 -4.87
H -0.22 1.49 -5.22
H -1.76 1.50 -4.38
H -0.39 2.47 -3.83
H -0.38 3.80 -6.05
H -3.11 2.69 -6.53
H -1.59 2.16 -7.33
H -4.19 3.76 -8.52
H -2.84 3.06 -9.26
H -3.17 4.88 -9.47
H -1.13 4.80 -4.35
H -2.28 5.10 -5.44
C -0.17 1.43 -0.63
C 0.53 1.18 0.63
C 1.50 0.02 0.62
O 0.81 -1.21 0.34
C 1.49 -2.40 0.71
N 1.19 2.45 0.95
H -0.73 0.57 -1.00
H 0.42 1.81 -1.46
H -0.84 2.28 -0.47
H -0.25 0.92 1.35
H 2.01 -0.01 1.58
H 2.29 0.04 -0.12
H 0.84 -3.20 0.37
H 1.65 -2.53 1.78
H 2.39 -2.42 0.11
H 1.56 2.73 0.06
H 1.91 2.22 1.63
C 2.61 -7.93 1.89
C 2.44 -7.02 0.66
C 1.55 -7.56 -0.50
O 2.25 -8.54 -1.27
C 1.42 -9.18 -2.26
N 2.13 -5.73 1.26
H 1.63 -8.25 2.25
H 3.03 -7.40 2.75
H 3.11 -8.86 1.60
H 3.48 -6.96 0.35
H 1.18 -6.73 -1.11
H 0.61 -8.03 -0.20
H 0.74 -9.93 -1.86
H 2.10 -9.59 -3.01
H 0.78 -8.43 -2.72
H 2.77 -5.51 2.01
H 1.28 -5.88 1.79
C -1.95 -5.72 0.88
C -2.18 -6.91 1.91
C -1.79 -8.39 1.54
O -2.25 -9.20 2.66
C -2.28 -10.54 2.16
N -1.35 -6.54 3.10
H -0.94 -5.44 0.59
H -2.61 -4.87 1.05
H -2.25 -6.01 -0.12
H -3.22 -6.96 2.24
H -0.71 -8.35 1.40
H -2.01 -8.72 0.52
H -1.29 -10.77 1.75
H -3.06 -10.82 1.46
H -2.23 -11.22 3.01
H -1.31 -7.44 3.55
H -1.79 -6.04 3.85
C -3.74 -0.73 -1.64
C -3.04 -1.00 -0.35
C -4.05 -1.54 0.71
O -4.91 -0.59 1.27
C -5.91 -1.24 2.16
N -2.05 -2.02 -0.69
H -4.56 -0.03 -1.47
H -4.26 -1.57 -2.10
H -3.08 -0.42 -2.45
H -2.43 -0.18 0.02
H -3.39 -1.80 1.54
H -4.55 -2.45 0.39
H -6.78 -1.61 1.62
H -6.19 -0.51 2.93
H -5.38 -2.02 2.69
H -1.54 -2.25 0.15
H -1.47 -1.78 -1.48
C 0.99 8.91 6.30
C 0.83 7.53 5.82
C 2.19 6.71 5.71
O 1.88 5.40 5.16
C 2.96 4.60 4.66
N 0.02 6.94 6.85
H 1.49 9.48 5.52
H 1.70 8.93 7.14
H 0.09 9.49 6.52
H 0.23 7.54 4.90
H 2.64 6.47 6.67
H 2.90 7.31 5.14
H 3.84 5.09 4.25
H 2.61 3.84 3.96
H 3.35 4.03 5.50
H 0.55 6.49 7.58
H -0.50 6.18 6.44
C -3.05 3.01 -1.80
C -4.59 3.37 -2.18
C -5.60 3.59 -1.05
O -6.92 3.32 -1.56
C -8.05 3.27 -0.71
N -4.65 4.46 -3.12
H -3.06 2.02 -1.36
H -2.51 3.75 -1.21
H -2.36 2.92 -2.64
H -5.04 2.53 -2.72
H -5.61 4.63 -0.72
H -5.31 2.89 -0.28
H -7.87 2.69 0.19
H -8.85 2.86 -1.33
H -8.36 4.21 -0.27
H -5.60 4.32 -3.42
H -3.94 4.21 -3.79
C -1.39 5.01 3.31
C -1.22 5.31 1.82
C -1.78 6.77 1.44
O -3.19 6.64 1.20
C -3.88 7.78 1.50
N 0.19 5.30 1.48
H -2.42 5.16 3.63
H -0.75 5.58 3.98
H -1.24 3.96 3.55
H -1.91 4.56 1.44
H -1.35 7.21 0.54
H -1.51 7.53 2.18
H -4.91 7.75 1.17
H -3.34 8.68 1.19
H -3.91 7.68 2.59
H 0.50 4.35 1.56
H 0.69 5.72 2.25
C 5.26 -1.27 1.58
C 4.78 -2.04 2.85
C 5.84 -2.99 3.38
O 6.32 -3.86 2.32
C 5.67 -5.09 2.21
N 4.47 -1.02 3.79
H 5.99 -0.48 1.76
H 4.47 -0.84 0.96
H 5.83 -1.90 0.90
H 3.92 -2.64 2.55
H 5.56 -3.54 4.27
H 6.77 -2.48 3.64
H 5.90 -5.57 1.26
H 4.63 -5.10 2.55
H 6.22 -5.69 2.94
H 4.63 -1.41 4.71
H 5.02 -0.18 3.79
C 1.09 8.29 -4.67
C -0.50 8.09 -4.55
C -0.93 7.51 -3.12
O -0.22 6.29 -2.97
C -0.34 5.79 -1.66
N -1.14 9.37 -4.81
H 1.45 9.11 -4.06
H 1.34 8.42 -5.73
H 1.69 7.42 -4.39
H -0.94 7.35 -5.22
H -1.98 7.28 -2.92
H -0.78 8.40 -2.50
H 0.15 4.82 -1.55
H -1.41 5.76 -1.48
H 0.08 6.52 -0.97
H -2.15 9.27 -4.78
H -0.92 9.72 -5.73
C -0.86 -1.88 4.20
C -1.73 -3.11 4.41
C -1.14 -4.11 5.50
O -1.96 -5.27 5.78
C -1.66 -5.83 7.09
N -2.99 -2.64 4.92
H -0.61 -1.29 5.08
H -1.36 -1.27 3.44
H 0.09 -2.21 3.77
H -2.03 -3.66 3.51
H -0.94 -3.52 6.39
H -0.20 -4.50 5.10
H -2.37 -6.62 7.30
H -1.73 -5.11 7.91
H -0.68 -6.30 7.12
H -3.46 -3.50 5.16
H -2.67 -2.16 5.75
C 7.25 -1.30 -2.29
C 6.54 -2.02 -3.46
C 5.08 -1.66 -3.72
O 4.25 -2.11 -2.67
C 4.45 -3.53 -2.24
N 7.31 -1.75 -4.74
H 7.09 -0.23 -2.48
H 8.32 -1.44 -2.17
H 6.68 -1.51 -1.38
H 6.64 -3.10 -3.34
H 4.87 -2.13 -4.68
H 5.14 -0.59 -3.92
H 4.72 -4.31 -2.95
H 3.48 -3.83 -1.84
H 5.11 -3.49 -1.38
H 7.13 -0.81 -5.04
H 6.87 -2.42 -5.35

Mulliken atomic charge list, values in e, 5 entries: -1.571, 1.521, -1.411, -0.452, -0.223